Arrangement i

{
  "formula": "C27H52ClN12ReS",
  "method": "wB97M-V/def2-TZVPD",
  "species": ["Re", "C", "N", "C", "C", "N", "C", "C", "N", "C", "C", "N", "C", "N", "C", "C", "N", "C", "C", "C", "C", "N", "C", "N", "C", "C", "N", "C", "C", "N", "C", "C", "H", "H", "H", "H", "H", "H", "H", "H", "H", "H", "H", "H", "H", "H", "H", "H", "H", "H", "H", "H", "H", "H", "H", "H", "H", "H", "H", "H", "H", "H", "H", "H", "H", "H", "H", "H", "H", "H", "H", "H", "H", "H", "H", "H", "H", "H", "H", "H", "S", "C", "N", "Cl", "C", "C", "C", "C", "N", "C", "H", "H", "H", "H"],
  "coordinates": [[0.7820, -0.7994, -0.0838], [-2.8221, -1.1269, -3.6185], [-1.3979, -0.9713, -3.8932], [-1.0466, -1.1729, -5.3012], [-0.4691, -0.5264, -3.0071], [-0.3383, -1.1021, -1.7692], [-1.1421, -2.3375, -1.5751], [-0.3278, -3.3535, -0.7975], [0.1706, -2.6987, 0.4488], [-0.9312, -2.5775, 1.4678], [-0.7890, -1.2900, 2.2561], [-0.5949, -0.1938, 1.2807], [-1.1239, 1.0223, 1.5840], [-0.7037, 2.0878, 0.9011], [-1.4079, 3.3753, 0.9013], [0.4251, 1.9977, 0.0100], [-2.0082, 1.1888, 2.5936], [-1.8659, 2.2634, 3.5801], [-3.2549, 0.4345, 2.7001], [1.3620, -3.4164, 0.9984], [2.0627, -2.5497, 2.0318], [2.0944, -1.1258, 1.5982], [3.0207, -0.3784, 2.2208], [3.5035, -0.6976, 3.4418], [2.6963, -1.2328, 4.5364], [4.8736, -0.3538, 3.8397], [3.5810, 0.7385, 1.6719], [3.5544, 1.9875, 2.4398], [3.8814, 0.8554, 0.2568], [0.3397, 0.4437, -3.4562], [-0.1337, 1.3951, -4.4756], [1.7273, 0.6721, -3.0563], [-3.3804, -0.4216, -4.2391], [-3.0421, -0.9130, -2.5816], [-3.1577, -2.1357, -3.8655], [-1.4433, -2.1419, -5.6052], [0.0333, -1.1901, -5.4233], [-1.4764, -0.4108, -5.9528], [-1.4358, -2.7910, -2.5169], [-2.0604, -2.0803, -1.0405], [0.5495, -3.6450, -1.3734], [-0.9010, -4.2507, -0.5566], [-0.9270, -3.4600, 2.1088], [-1.8727, -2.5615, 0.9222], [0.0867, -1.3194, 2.8995], [-1.6429, -1.1615, 2.9097], [-2.3919, 3.2596, 1.3392], [-1.5269, 3.6945, -0.1322], [-0.8454, 4.1325, 1.4468], [0.3088, 1.1097, -0.6665], [1.3795, 1.9992, 0.5303], [0.4022, 2.8324, -0.6883], [-0.9376, 2.8056, 3.4258], [-1.8403, 1.8135, 4.5734], [-2.7029, 2.9615, 3.5400], [-3.3180, -0.3223, 1.9235], [-4.0965, 1.1190, 2.5766], [-3.3416, -0.0403, 3.6791], [2.0162, -3.6307, 0.1588], [1.0432, -4.3674, 1.4299], [3.0826, -2.9197, 2.1567], [1.5671, -2.6777, 2.9910], [1.6537, -0.9378, 4.4201], [3.0602, -0.7883, 5.4612], [2.7753, -2.3155, 4.6334], [5.4783, -0.1394, 2.9645], [5.2935, -1.2130, 4.3613], [4.8932, 0.4992, 4.5194], [3.7089, 1.8027, 3.4976], [2.6005, 2.5124, 2.3284], [4.3545, 2.6387, 2.0954], [4.4096, -0.0277, -0.0962], [4.5357, 1.7149, 0.1236], [3.0100, 1.0131, -0.3806], [-1.2156, 1.3649, -4.5532], [0.3112, 1.1898, -5.4491], [0.1638, 2.3958, -4.1648], [1.8312, 0.9349, -2.0072], [2.1037, 1.5108, -3.6348], [2.3494, -0.1927, -3.2727], [4.5726, -2.6632, -2.0906], [3.2870, -1.9992, -1.5057], [2.2968, -1.4857, -1.0649], [-3.5221, 3.9907, -3.7682], [-3.6986, 2.7326, -2.6097], [-4.9477, 2.3040, -2.1848], [-4.9914, 1.2739, -1.2566], [-3.8024, 0.7282, -0.8003], [-2.5955, 1.1385, -1.1996], [-2.5620, 2.1288, -2.0867], [-5.8482, 2.7650, -2.5673], [-5.9398, 0.8948, -0.9014], [-3.8247, -0.0897, -0.0880], [-1.5865, 2.4741, -2.4174]],
  "molar_mass_g_mol": 798.5,
  "lumo_energy_ev": [-9.86, -9.65],
  "s2": 0.77,
  "charge": 3,
  "multiplicity": 2
}

=====

Arrangement ii

{
  "formula": "C27H52ClN12ReS",
  "method": "wB97M-V/def2-TZVPD",
  "species": ["Re", "C", "N", "C", "C", "N", "C", "C", "N", "C", "C", "N", "C", "N", "C", "C", "N", "C", "C", "C", "C", "N", "C", "N", "C", "C", "N", "C", "C", "N", "C", "C", "H", "H", "H", "H", "H", "H", "H", "H", "H", "H", "H", "H", "H", "H", "H", "H", "H", "H", "H", "H", "H", "H", "H", "H", "H", "H", "H", "H", "H", "H", "H", "H", "H", "H", "H", "H", "H", "H", "H", "H", "H", "H", "H", "H", "H", "H", "H", "H", "S", "C", "N", "Cl", "C", "C", "C", "C", "N", "C", "H", "H", "H", "H"],
  "coordinates": [[-0.0052, 0.2833, -0.1409], [-4.2686, 2.8518, -2.5061], [-3.2736, 2.2689, -1.5939], [-3.5484, 2.5221, -0.1810], [-2.2934, 1.4738, -2.0019], [-1.7798, 0.5135, -1.1459], [-2.8143, -0.4319, -0.6649], [-2.1272, -1.7607, -0.4512], [-0.9395, -1.5262, 0.4274], [0.0552, -2.6283, 0.2931], [1.3656, -2.1940, 0.9096], [1.7080, -0.8345, 0.4297], [2.9422, -0.3666, 0.7047], [3.4483, 0.6217, -0.1130], [4.1560, 1.7607, 0.4714], [3.9365, 0.2430, -1.4398], [3.6925, -0.7971, 1.7224], [5.1614, -0.7795, 1.6516], [3.2045, -1.3047, 3.0058], [-1.4182, -1.3597, 1.8513], [-0.7109, -0.2303, 2.5850], [-0.3258, 0.8130, 1.6253], [-0.1436, 2.1894, 2.2842], [0.3233, 2.0297, 3.6114], [-0.3592, 2.6310, 4.7537], [1.7495, 1.8146, 3.7853], [0.8054, 2.9105, 1.4644], [0.6295, 2.7786, 0.0486], [0.9756, 4.3084, 1.8733], [-1.8348, 1.5535, -3.2612], [-1.7953, 2.7989, -4.0272], [-1.6431, 0.3419, -4.0586], [-5.2419, 2.7600, -2.0277], [-4.2933, 2.3025, -3.4413], [-4.0751, 3.9068, -2.6949], [-3.6737, 3.5956, -0.0374], [-2.7268, 2.1735, 0.4344], [-4.4751, 2.0282, 0.1148], [-3.6059, -0.5551, -1.4074], [-3.2900, -0.0812, 0.2558], [-1.7662, -2.1488, -1.4045], [-2.7831, -2.5075, 0.0004], [0.1633, -2.8399, -0.7691], [-0.3218, -3.5359, 0.7697], [2.1507, -2.9037, 0.6387], [1.2570, -2.2426, 1.9908], [3.7959, 1.9478, 1.4810], [3.9398, 2.6410, -0.1365], [5.2400, 1.6325, 0.4863], [3.4766, -0.6882, -1.7568], [5.0208, 0.0991, -1.4199], [3.7221, 1.0267, -2.1643], [5.4989, -0.6672, 0.6279], [5.5223, -1.7371, 2.0244], [5.5745, 0.0141, 2.2737], [2.2126, -0.9244, 3.2200], [3.8752, -0.9314, 3.7788], [3.2149, -2.3941, 3.0432], [-1.3115, -2.3102, 2.3752], [-2.4799, -1.1330, 1.8044], [0.1766, -0.5726, 3.1178], [-1.3817, 0.1875, 3.3366], [-1.4227, 2.4036, 4.7472], [-0.2286, 3.7165, 4.8164], [0.0604, 2.1936, 5.6575], [2.1410, 1.2391, 2.9472], [1.9121, 1.2534, 4.7060], [2.3258, 2.7442, 3.8511], [1.1507, 1.8076, -0.2836], [1.3042, 3.4689, -0.4624], [-0.3829, 2.9722, -0.3268], [1.0519, 4.3675, 2.9560], [0.1466, 4.9454, 1.5477], [1.9012, 4.6937, 1.4477], [-1.8407, 3.6548, -3.3591], [-2.5987, 2.8654, -4.7606], [-0.8476, 2.8259, -4.5666], [-1.6319, -0.5322, -3.4155], [-0.7116, 0.4009, -4.6176], [-2.4630, 0.2485, -4.7736], [-2.8044, 5.0613, 2.9442], [-1.9985, 3.7878, 2.5845], [-1.4725, 2.7474, 2.2551], [2.1488, -2.6271, -4.6966], [1.8080, -1.0780, -4.0574], [2.1340, 0.0824, -4.7440], [1.8136, 1.2958, -4.1548], [1.1979, 1.3121, -2.9173], [0.9020, 0.1911, -2.2413], [1.2004, -0.9794, -2.8149], [2.6190, 0.0316, -5.7102], [2.0469, 2.2287, -4.6501], [0.9303, 2.2523, -2.4567], [0.9706, -1.8819, -2.2684]],
  "molar_mass_g_mol": 798.5,
  "lumo_energy_ev": [-8.56, -9.54],
  "s2": 0.76,
  "charge": 3,
  "multiplicity": 2
}

=====

Stability, lowest: arrangement ii